[1]
The following is a quantum chemistry calculation of a cluster of 4 separate species, C33H67ClF2N2O9S3 in total in a non-equilibrium geometry, from OMol25.

Last column: Mulliken charge in e.
Positions of all 117 atoms, in Å:
1 C -2.444 -3.123 2.556  -0.82
2 C -1.353 -3.585 1.478  -0.28
3 N -1.482 -3.019 0.117  -0.25
4 C -1.203 -1.568 -0.005  -0.15
5 C 0.354 -1.225 0.125  1.54
6 F 1.137 -2.441 0.082  -0.38
7 S 0.757 -0.503 1.836  1.56
8 O 0.011 -1.150 2.950  -0.61
9 O 2.231 -0.717 2.106  -0.61
10 F 0.397 1.139 1.914  -0.26
11 C 1.041 -0.216 -0.889  -0.82
12 C 2.523 -0.797 -1.242  -0.66
13 C 3.345 0.316 -2.109  -0.54
14 O 4.453 0.901 -1.352  -0.41
15 C 3.871 2.011 -0.651  0.28
16 O 3.639 3.121 -1.159  -0.43
17 O 0.417 0.047 -2.159  -0.56
18 S -1.135 0.564 -1.786  1.27
19 O -1.832 1.311 -2.874  -0.73
20 O -1.211 1.425 -0.541  -0.58
21 C -1.970 -1.060 -1.318  0.63
22 C -1.602 -2.095 -2.523  -0.46
23 C -2.064 -1.598 -3.960  -0.24
24 N -3.073 -2.157 -4.608  -0.65
25 C -3.513 -0.742 -1.224  -0.98
26 C -4.306 -1.133 0.094  -0.30
27 C -4.269 -0.070 1.291  -0.30
28 C -4.661 1.429 0.895  -0.79
29 S -6.446 1.696 0.499  1.11
30 O -6.644 3.204 0.490  -0.59
31 O -7.326 1.156 1.594  -0.55
32 Cl -6.944 1.043 -1.411  -0.19
33 H -2.236 -3.678 3.534  0.40
34 H -3.466 -3.504 2.181  0.21
35 H -2.514 -1.992 2.678  0.11
36 H -1.492 -4.729 1.367  0.10
37 H -0.278 -3.479 1.883  0.31
38 H -2.414 -3.286 -0.220  0.26
39 H -1.710 -1.050 0.898  -0.53
40 H 1.268 0.810 -0.408  0.47
41 H 3.153 -0.980 -0.314  0.34
42 H 2.461 -1.712 -1.939  0.38
43 H 3.825 -0.224 -3.006  0.26
44 H 2.684 1.164 -2.483  0.35
45 H 3.580 1.797 0.446  0.36
46 H -0.481 -2.324 -2.573  0.43
47 H -2.113 -3.118 -2.374  0.38
48 H -1.506 -0.757 -4.491  0.33
49 H -3.183 -1.666 -5.520  0.30
50 H -3.730 0.372 -1.433  0.37
51 H -4.030 -1.292 -2.099  0.31
52 H -4.058 -2.154 0.544  -0.19
53 H -5.419 -1.215 -0.211  0.54
54 H -5.070 -0.418 2.049  0.53
55 H -3.295 -0.022 1.877  -0.01
56 H -4.441 2.080 1.822  0.47
57 H -4.000 1.877 0.063  0.23
58 C -4.118 -6.750 1.427  -1.10
59 C -3.366 -6.841 0.106  0.25
60 C -3.923 -7.913 -0.833  -0.92
61 C -3.841 -9.349 -0.306  -0.81
62 C -2.435 -9.831 0.058  -0.35
63 C -1.483 -9.861 -1.130  -1.19
64 H -4.045 -7.678 1.999  0.36
65 H -3.701 -5.949 2.045  0.19
66 H -5.176 -6.531 1.260  0.28
67 H -2.303 -7.016 0.299  0.30
68 H -3.432 -5.871 -0.399  -0.04
69 H -3.398 -7.846 -1.792  0.33
70 H -4.973 -7.684 -1.050  0.42
71 H -4.259 -10.019 -1.066  0.41
72 H -4.486 -9.453 0.572  0.29
73 H -2.512 -10.844 0.467  0.38
74 H -2.012 -9.211 0.854  0.26
75 H -1.866 -10.512 -1.920  0.30
76 H -0.507 -10.244 -0.820  0.37
77 H -1.328 -8.864 -1.549  0.28
78 C 4.058 4.167 -4.353  -1.00
79 C 4.441 5.206 -5.397  -0.47
80 C 5.865 5.738 -5.225  -0.74
81 C 6.132 6.477 -3.911  -0.67
82 C 5.224 7.678 -3.641  -0.33
83 C 5.368 8.786 -4.676  -1.20
84 H 4.074 4.583 -3.343  0.24
85 H 3.046 3.798 -4.541  0.37
86 H 4.740 3.313 -4.383  0.29
87 H 3.720 6.029 -5.379  0.28
88 H 4.359 4.749 -6.389  0.35
89 H 6.096 6.398 -6.068  0.33
90 H 6.568 4.900 -5.300  0.35
91 H 7.175 6.814 -3.911  0.38
92 H 6.044 5.776 -3.074  0.29
93 H 5.475 8.088 -2.657  0.36
94 H 4.178 7.362 -3.583  0.25
95 H 6.399 9.148 -4.718  0.29
96 H 4.724 9.630 -4.416  0.38
97 H 5.080 8.447 -5.674  0.28
98 C 0.836 1.735 5.789  -1.27
99 C 1.225 2.764 4.738  0.57
100 C 2.644 3.305 4.918  -0.74
101 C 2.895 4.060 6.226  -0.79
102 C 1.979 5.260 6.473  -0.34
103 C 2.128 6.356 5.427  -1.17
104 H 0.839 2.163 6.796  0.39
105 H -0.172 1.359 5.596  0.35
106 H 1.522 0.883 5.775  0.29
107 H 0.500 3.584 4.739  0.27
108 H 1.156 2.296 3.752  -0.47
109 H 2.881 3.956 4.070  0.31
110 H 3.353 2.470 4.860  0.38
111 H 3.936 4.402 6.233  0.39
112 H 2.802 3.368 7.070  0.31
113 H 2.218 5.682 7.455  0.37
114 H 0.933 4.940 6.524  0.23
115 H 3.157 6.723 5.391  0.29
116 H 1.478 7.201 5.670  0.37
117 H 1.852 6.004 4.430  0.27

The calculation puts the molecular weight at 805.55 g/mol. As for the charge: 0. For the energy, the calculation gives -3938.4600 Eh. As for the HOMO energy: -0.3736 Ha. The calculation puts the HOMO-LUMO gap at 9.106 eV.

***

[2]
The following is a quantum chemistry calculation of a structure of composition C31H26AuCl2NP2S in a non-equilibrium geometry, from OMol25.

Last column: natural (NBO) charge in e.
Positions of all 64 atoms, in Å:
1 Au -0.980 1.748 0.555  0.67
2 C 0.098 -1.983 -2.029  -0.43
3 N 0.200 -1.019 -0.902  -1.12
4 P 1.698 -0.088 -0.927  1.15
5 C 2.935 -1.394 -0.876  -0.46
6 C 3.999 -1.257 -1.765  -0.11
7 C 5.017 -2.204 -1.779  -0.22
8 C 4.963 -3.285 -0.915  -0.16
9 C 3.896 -3.429 -0.029  -0.19
10 C 2.886 -2.487 -0.006  -0.20
11 C 1.839 0.554 0.853  -0.50
12 C 0.827 1.194 1.463  -0.02
13 C 0.798 -0.583 2.201  -0.15
14 C 1.926 -0.828 2.885  -0.29
15 C 3.180 -0.104 2.612  -0.18
16 C 3.159 0.627 1.507  -0.22
17 P -1.215 -0.378 -0.305  1.28
18 C -2.536 -0.555 -1.500  -0.38
19 C -2.715 0.498 -2.399  -0.19
20 C -3.691 0.407 -3.378  -0.19
21 C -4.496 -0.722 -3.450  -0.15
22 C -4.327 -1.765 -2.548  -0.18
23 C -3.345 -1.688 -1.575  -0.22
24 C -1.654 -1.555 1.100  -0.60
25 C -1.405 -2.943 0.910  -0.11
26 C -2.245 -3.888 1.446  -0.22
27 C -3.381 -3.475 2.150  -0.07
28 C -3.677 -2.122 2.328  -0.22
29 C -2.830 -1.175 1.803  -0.08
30 H 1.000 -2.587 -2.070  0.24
31 H -0.042 -1.474 -2.985  0.22
32 H -0.751 -2.644 -1.871  0.22
33 H 4.033 -0.416 -2.447  0.22
34 H 5.843 -2.098 -2.469  0.24
35 H 5.751 -4.025 -0.930  0.24
36 H 3.864 -4.278 0.641  0.23
37 H 2.058 -2.589 0.687  0.22
38 H -0.609 -1.141 1.748  0.38
39 H -0.369 4.835 3.073  0.27
40 H 1.897 -1.621 3.626  0.27
41 H 4.057 -0.209 3.237  0.26
42 H 3.975 1.210 1.102  0.27
43 H -2.101 1.389 -2.329  0.23
44 H -3.830 1.220 -4.077  0.24
45 H -5.265 -0.787 -4.208  0.24
46 H -4.961 -2.640 -2.606  0.24
47 H -3.215 -2.509 -0.882  0.22
48 H -0.502 -3.243 0.391  0.24
49 H -2.034 -4.942 1.329  0.25
50 H -4.045 -4.222 2.568  0.25
51 H -4.560 -1.827 2.877  0.25
52 H -3.044 -0.120 1.943  0.23
53 Cl 1.480 3.486 2.573  0.25
54 C 0.190 4.478 2.221  -0.19
55 C -0.460 6.624 1.057  -0.20
56 C 0.122 7.320 0.084  -0.16
57 C 0.981 6.440 -0.726  -0.17
58 C 0.932 5.207 -0.222  -0.06
59 Cl 1.656 3.786 -0.852  0.05
60 C 0.028 5.197 0.969  -0.21
61 S -1.388 3.992 1.008  0.03
62 H -1.145 6.966 1.817  0.25
63 H -0.010 8.374 -0.110  0.25
64 H 1.540 6.744 -1.597  0.26

The calculation puts the molecular weight at 774.44 g/mol. As for the charge: +2. Its energy relative to the best compared isomer or geometry (same formula, charge and spin) is 787.7 kJ/mol. For the energy, the calculation gives -3387.7876 Eh. As for the HOMO energy (spin up / spin down): -0.5044 / -0.5045 Ha. The calculation puts the HOMO-LUMO gap (spin up / spin down) at 6.701 / 6.701 eV.

***

[3]
The following is a quantum chemistry calculation of a cluster of 9 separate species, C12H41NO9 in total in a non-equilibrium geometry, from OMol25.

Last column: natural (NBO) charge in e.
Positions of all 63 atoms, in Å:
1 C 1.429 -8.017 -32.188  -0.70
2 C 1.041 -9.442 -32.555  0.13
3 C -0.096 -9.349 -33.660  -0.41
4 C 0.601 -9.051 -34.994  -0.39
5 C 1.714 -10.092 -35.377  -0.40
6 C 2.873 -10.150 -34.322  0.11
7 N 2.247 -10.241 -32.983  -0.22
8 O 3.170 -10.413 -31.937  -0.60
9 C 3.630 -11.421 -34.565  -0.61
10 C 3.878 -8.963 -34.362  -0.68
11 C 0.404 -10.187 -31.327  -0.63
12 H 0.610 -7.355 -31.907  0.21
13 H 1.918 -7.478 -33.000  0.20
14 H 2.179 -8.093 -31.401  0.22
15 H -0.779 -10.195 -33.735  0.20
16 H -0.757 -8.482 -33.662  0.21
17 H 1.041 -8.060 -34.885  0.19
18 H -0.145 -9.039 -35.788  0.20
19 H 2.167 -9.758 -36.311  0.20
20 H 1.252 -11.047 -35.629  0.21
21 H 2.983 -12.297 -34.514  0.21
22 H 4.129 -11.371 -35.533  0.19
23 H 4.356 -11.582 -33.767  0.23
24 H 4.598 -8.895 -33.547  0.22
25 H 4.513 -9.039 -35.245  0.20
26 H 3.402 -7.985 -34.421  0.21
27 H 1.081 -10.354 -30.489  0.23
28 H 0.110 -11.213 -31.548  0.21
29 H -0.426 -9.641 -30.879  0.20
30 H 3.663 -9.589 -31.946  0.47
31 O 7.605 -6.946 -31.057  -0.98
32 H 8.504 -6.683 -30.864  0.46
33 H 7.651 -7.338 -31.929  0.46
34 O 4.756 -8.366 -30.764  -1.10
35 H 4.342 -8.355 -29.901  0.42
36 H 5.009 -7.457 -30.921  0.48
37 O 7.129 -10.292 -28.221  -1.12
38 H 7.923 -10.332 -27.688  0.46
39 H 6.599 -11.030 -27.920  0.44
40 O 8.188 -10.588 -33.895  -0.97
41 H 7.634 -10.853 -34.629  0.48
42 H 7.594 -10.552 -33.146  0.51
43 O 6.803 -13.026 -31.102  -0.98
44 H 7.040 -13.252 -32.002  0.45
45 H 6.569 -12.099 -31.142  0.50
46 O 6.058 -7.980 -27.832  -1.07
47 H 5.102 -8.026 -27.811  0.38
48 H 6.336 -8.863 -28.072  0.47
49 O 6.919 -10.208 -31.019  -1.03
50 H 7.355 -10.140 -30.170  0.50
51 H 6.241 -9.533 -30.995  0.50
52 C 10.943 -10.471 -31.746  -0.65
53 C 11.378 -9.616 -32.953  0.09
54 C 12.834 -9.527 -33.241  -0.62
55 O 10.795 -10.225 -34.128  -0.76
56 H 11.242 -11.519 -31.752  0.21
57 H 9.858 -10.573 -31.747  0.22
58 H 11.203 -9.923 -30.841  0.20
59 H 10.992 -8.608 -32.801  0.14
60 H 13.118 -10.542 -33.520  0.21
61 H 13.432 -9.195 -32.392  0.20
62 H 13.073 -8.823 -34.038  0.21
63 H 9.880 -10.398 -33.894  0.50

Its spin multiplicity is 2. The calculation puts the molecular weight at 343.46 g/mol. As for the charge: -1. Its energy relative to the best compared isomer or geometry (same formula, charge and spin) is 0.0 kJ/mol. For the energy, the calculation gives -1213.6475 Eh. As for the HOMO energy (spin up / spin down): 0.0084 / -0.2123 Ha. The calculation puts the HOMO-LUMO gap (spin up / spin down) at 2.405 / 8.269 eV.

***

[4]
The following is a quantum chemistry calculation of an isolated molecule of C6H7Cl in a non-equilibrium geometry, from OMol25.

Last column: natural (NBO) charge in e.
Positions of all 14 atoms, in Å:
1 C -0.603 -1.413 0.902  -0.61
2 C 0.389 -0.589 0.172  -0.12
3 C 0.506 0.805 0.692  -0.17
4 C 0.175 1.848 -0.107  -0.25
5 C -0.317 1.077 -1.361  -0.21
6 C 0.120 -0.130 -1.286  -0.20
7 H -0.768 -2.451 0.748  0.24
8 H -0.296 -1.132 1.943  0.23
9 H -1.687 -0.980 0.449  0.23
10 H 0.966 0.678 1.835  0.21
11 H 0.314 2.992 0.102  0.25
12 H -0.727 1.451 -2.362  0.23
13 H -0.119 -0.920 -1.954  0.21
14 Cl 2.047 -1.235 0.226  -0.04

The calculation puts the molecular weight at 114.57 g/mol. As for the charge: 0. Its energy relative to the best compared isomer or geometry (same formula, charge and spin) is 229.6 kJ/mol. For the energy, the calculation gives -692.8968 Eh. As for the HOMO energy: -0.3278 Ha. The calculation puts the HOMO-LUMO gap at 9.642 eV.